Density functional theory data (ωB97M-V/def2-TZVPD) for a molecular structure, C35H52AsOP3Ti in a non-equilibrium geometry.

Geometry (Å):
1 Ti -1.11 1.08 -1.23
2 P 2.12 -0.87 0.76
3 P 0.54 2.95 -0.79
4 P -1.84 -1.80 -0.71
5 H -0.37 2.71 -3.19
6 C -1.27 2.08 -3.08
7 C -2.35 2.44 -2.19
8 H -2.40 3.49 -1.89
9 C 3.68 -1.46 0.10
10 C 2.36 0.48 1.94
11 C 1.31 -2.15 1.73
12 C 0.48 4.62 -1.57
13 C 0.74 3.66 0.89
14 C 2.24 2.42 -1.19
15 C -3.35 -2.31 -1.64
16 C -2.13 -2.68 0.88
17 C -0.69 -3.04 -1.44
18 H -1.55 1.66 -4.04
19 H -3.34 1.99 -2.35
20 H 4.41 -1.62 0.90
21 H 4.07 -0.72 -0.62
22 H 3.50 -2.41 -0.44
23 H 2.89 0.07 2.81
24 H 1.40 0.89 2.29
25 H 2.97 1.29 1.52
26 H 1.41 -3.13 1.23
27 H 0.24 -1.91 1.85
28 H 1.77 -2.20 2.72
29 H 1.40 5.15 -1.28
30 H -0.39 5.19 -1.19
31 H 0.42 4.59 -2.66
32 H 1.52 4.44 0.86
33 H 1.01 2.91 1.63
34 H -0.20 4.13 1.19
35 H 2.95 3.25 -1.04
36 H 2.30 2.09 -2.24
37 H 2.55 1.57 -0.57
38 H -3.51 -3.39 -1.51
39 H -3.23 -2.08 -2.70
40 H -4.23 -1.77 -1.26
41 H -3.04 -3.30 0.82
42 H -2.29 -1.97 1.70
43 H -1.28 -3.33 1.14
44 H -1.27 -3.82 -1.96
45 H -0.11 -3.53 -0.65
46 H 0.00 -2.57 -2.14
47 C -0.12 -0.64 -3.61
48 C 1.01 -1.09 -4.35
49 C 0.84 -1.53 -5.66
50 C -0.44 -1.56 -6.26
51 C -1.55 -1.20 -5.51
52 C -1.40 -0.79 -4.19
53 O 0.08 -0.09 -2.38
54 H 1.39 -0.60 -0.43
55 H 2.00 -1.03 -3.90
56 H 1.70 -1.85 -6.26
57 H -0.57 -1.86 -7.30
58 H -2.55 -1.20 -5.94
59 H -2.28 -0.47 -3.62
60 C -4.37 5.21 2.33
61 C -3.74 5.03 1.09
62 C -3.04 3.85 0.84
63 C -2.97 2.85 1.81
64 C -3.62 3.01 3.04
65 C -4.31 4.20 3.30
66 As -1.96 1.17 1.43
67 C -0.95 1.23 3.18
68 C -0.58 0.06 3.88
69 C 0.19 0.14 5.05
70 C 0.61 1.38 5.54
71 C 0.25 2.54 4.85
72 C -0.57 2.47 3.72
73 C -3.49 0.06 2.10
74 C -3.57 -0.55 3.35
75 C -4.59 -1.46 3.64
76 C -5.61 -1.68 2.70
77 C -5.60 -0.98 1.48
78 C -4.55 -0.11 1.18
79 H -4.90 6.14 2.54
80 H -3.79 5.80 0.32
81 H -2.56 3.71 -0.12
82 H -3.58 2.22 3.79
83 H -4.80 4.33 4.27
84 H -0.95 -0.92 3.56
85 H 0.45 -0.79 5.57
86 H 1.19 1.43 6.46
87 H 0.61 3.51 5.20
88 H -0.93 3.40 3.27
89 H -2.85 -0.33 4.13
90 H -4.58 -1.98 4.60
91 H -6.41 -2.38 2.93
92 H -6.42 -1.12 0.77
93 H -4.56 0.44 0.24

Summary:
Expectation value of S²: 0.86
HOMO-LUMO gap (spin up / spin down) (hartree): 0.2485 / 0.1695
Multiplicity: 2
HOMO energy (spin up / spin down) (eV): -15.70 / -15.69
LUMO (spin up / spin down) (eV): -8.93 / -11.08
Charge: +3